1.
Formula: C6H8N2
Source: the Open Molecules 2025 dataset
Level of theory: ωB97M-V/def2-TZVPD

Cartesian coordinates (Å):
C 2.29 0.33 0.03
C 1.91 -0.93 -0.15
N 0.51 -0.96 -0.04
C 0.07 0.44 -0.03
N -1.26 0.65 0.13
C -1.99 -0.38 0.78
C -2.26 0.05 -0.77
C 1.18 1.22 0.08
H 3.40 0.57 0.19
H 2.50 -1.87 0.07
H -0.12 -1.65 -0.55
H -2.69 -0.14 1.57
H -1.39 -1.27 0.88
H -3.14 0.63 -1.02
H -1.89 -0.83 -1.32
H 1.39 2.38 -0.13

Results
Lowest unoccupied orbital energy = 1.0 eV
Structure (SMILES) = c1c[nH]c(N2CC2)c1
Total charge = 0
HOMO = -8.2 eV
Energy above the lowest of the compared OMol25 structures with the same formula, charge and spin = 70.9 kcal/mol
HOMO-LUMO gap = 9.17 eV
Spin multiplicity = 1

2.
Formula: C7H32FN15O7
Source: the Open Molecules 2025 dataset
Level of theory: ωB97M-V/def2-TZVPD

Cartesian coordinates (Å):
N -3.60 27.43 2.72
H -3.81 27.34 3.70
H -2.62 27.16 2.72
H -3.64 28.33 2.26
H -4.09 26.71 2.19
F -1.21 26.39 3.08
C -6.37 26.10 5.15
O -5.28 26.44 4.70
N -7.09 26.92 5.87
N -7.08 25.06 4.68
H -8.08 26.81 6.00
H -6.68 27.84 5.92
H -6.72 24.49 3.93
H -8.08 25.00 4.78
C -4.78 26.93 -0.84
O -4.63 26.52 0.32
N -5.10 26.16 -1.82
N -4.51 28.15 -1.24
H -5.35 25.20 -1.61
H -5.40 26.55 -2.70
H -4.39 28.81 -0.49
H -4.49 28.45 -2.21
C -4.09 30.74 1.73
O -4.44 29.61 1.42
N -3.91 31.30 2.90
N -3.94 31.71 0.85
H -3.99 30.71 3.72
H -3.67 32.27 3.05
H -4.27 31.62 -0.10
H -3.66 32.60 1.24
C -3.21 29.11 5.66
O -4.29 29.62 5.27
N -2.17 29.83 5.82
N -3.07 27.86 5.75
H -2.33 30.78 5.52
H -1.25 29.44 5.73
H -2.29 27.63 6.35
H -3.83 27.24 5.50
C -0.07 25.35 -0.51
O 0.59 24.80 -1.39
N 0.05 25.02 0.82
N -1.05 26.16 -0.84
H -0.71 25.42 1.35
H 0.88 24.53 1.12
H -1.58 26.75 -0.21
H -1.19 26.32 -1.83
C -3.91 24.23 2.84
O -5.07 24.22 2.53
N -2.82 24.27 2.08
N -3.52 24.29 4.08
H -1.95 24.54 2.50
H -2.84 24.22 1.07
H -4.35 24.47 4.63
H -2.57 24.11 4.35
C -7.58 28.86 2.61
O -8.72 28.60 2.86
N -7.06 30.07 3.00
N -6.69 28.14 1.96
H -6.26 30.47 2.54
H -7.64 30.57 3.67
H -5.77 28.52 1.76
H -7.02 27.28 1.55

Results
Lowest unoccupied orbital energy = -0.1 eV
Total charge = 0
HOMO = -8.7 eV
Energy above the lowest of the compared OMol25 structures with the same formula, charge and spin = 50.9 kcal/mol
HOMO-LUMO gap = 8.56 eV
Spin multiplicity = 1

3.
Formula: C47H80IN9O4P2S3
Source: the Open Molecules 2025 dataset
Level of theory: ωB97M-V/def2-TZVPD

Cartesian coordinates (Å):
C -1.69 -0.12 3.47
C -1.79 0.76 2.21
C -1.10 0.18 0.97
C -2.05 -0.09 -0.20
C -1.41 0.22 -1.57
C -2.46 0.70 -2.53
C -2.58 2.20 -2.80
C -2.91 3.07 -1.61
N -2.21 2.74 -0.33
C -2.98 2.92 0.89
C -4.15 1.96 1.20
C -4.86 1.20 0.09
C -5.48 -0.11 0.58
C -4.43 -1.14 1.03
C -4.15 -2.14 -0.07
C -3.13 -3.25 0.28
C -2.41 -3.08 1.61
C -1.11 3.60 -0.33
S -0.92 4.73 0.83
S 0.18 3.74 -1.63
C 1.86 3.21 -1.10
C 2.60 2.65 -2.35
C 3.99 2.01 -2.16
C 4.06 0.62 -1.50
N 3.91 0.86 -0.07
O 2.97 -0.13 -1.89
C 2.93 -0.42 -3.27
C 5.46 -0.02 -1.75
N 5.46 -1.43 -2.17
P 4.99 -2.65 -1.16
O 3.78 -2.29 -0.16
O 6.27 -3.16 -0.33
S 4.40 -4.15 -2.27
P 6.80 0.21 -0.44
O 6.23 -0.38 0.98
I 7.01 2.64 0.04
H -2.57 0.04 4.05
H -0.86 0.21 4.07
H -1.60 -1.15 3.17
H -2.84 0.92 2.01
H -1.35 1.72 2.45
H -0.41 0.92 0.61
H -0.54 -0.69 1.23
H -2.90 0.53 -0.01
H -2.25 -1.14 -0.16
H -1.06 -0.73 -1.94
H -0.52 0.83 -1.52
H -3.39 0.22 -2.30
H -2.21 0.28 -3.50
H -1.71 2.54 -3.32
H -3.37 2.30 -3.53
H -2.62 4.09 -1.87
H -3.98 3.14 -1.53
H -3.37 3.93 0.89
H -2.30 2.81 1.71
H -3.84 1.25 1.94
H -4.90 2.55 1.71
H -5.68 1.77 -0.32
H -4.18 0.95 -0.71
H -6.15 0.06 1.40
H -6.01 -0.56 -0.25
H -4.87 -1.69 1.84
H -3.53 -0.69 1.42
H -5.09 -2.63 -0.25
H -3.86 -1.67 -1.00
H -2.37 -3.22 -0.48
H -3.57 -4.23 0.22
H -1.64 -3.82 1.74
H -1.92 -2.12 1.61
H -3.10 -3.09 2.44
H 1.88 2.61 -0.21
H 2.37 4.12 -0.86
H 2.76 3.50 -2.98
H 1.89 2.04 -2.88
H 4.60 2.73 -1.65
H 4.41 1.90 -3.15
H 3.09 0.42 0.28
H 3.94 1.83 0.13
H 2.77 -1.48 -3.40
H 2.10 0.07 -3.75
H 3.83 -0.15 -3.81
H 5.88 0.52 -2.59
H 5.15 -1.57 -3.11
H 3.64 -3.08 0.36
H 5.94 -3.37 0.54
H 5.32 -0.68 0.93
C 0.65 -5.76 -4.75
C 0.72 -4.50 -4.09
C -0.45 -3.83 -4.37
N -1.22 -4.64 -5.16
C -0.56 -5.81 -5.40
H 1.40 -6.53 -4.74
H 1.53 -4.12 -3.49
H -0.80 -2.86 -4.06
H -2.12 -4.41 -5.52
H -1.00 -6.59 -6.00
C 8.20 -6.15 -6.01
C 7.02 -6.78 -6.47
C 6.04 -6.54 -5.54
N 6.59 -5.79 -4.54
C 7.90 -5.54 -4.82
H 9.16 -6.13 -6.50
H 6.89 -7.35 -7.38
H 5.01 -6.84 -5.50
H 6.10 -5.47 -3.72
H 8.51 -4.96 -4.15
C 1.08 5.57 5.26
C 2.02 4.53 5.54
C 2.14 3.78 4.40
N 1.32 4.33 3.44
C 0.68 5.41 3.96
H 0.75 6.33 5.94
H 2.53 4.35 6.46
H 2.74 2.92 4.18
H 1.21 3.98 2.51
H -0.01 5.98 3.37
C 1.17 5.44 10.43
C 1.71 6.66 9.94
C 2.78 6.34 9.15
N 2.90 4.97 9.15
C 1.92 4.42 9.92
H 0.32 5.33 11.08
H 1.36 7.66 10.14
H 3.46 6.95 8.59
H 3.61 4.46 8.65
H 1.85 3.36 10.04
C -6.79 6.47 -3.67
C -5.86 5.99 -2.70
C -6.54 5.12 -1.89
N -7.83 5.06 -2.32
C -7.99 5.87 -3.41
H -6.59 7.17 -4.46
H -4.82 6.25 -2.62
H -6.21 4.54 -1.04
H -8.55 4.50 -1.90
H -8.95 5.96 -3.90
C -1.32 -6.94 1.16
C -0.37 -7.47 2.07
C -1.01 -8.41 2.83
N -2.31 -8.46 2.42
C -2.51 -7.57 1.40
H -1.15 -6.17 0.42
H 0.67 -7.19 2.16
H -0.65 -9.04 3.63
H -3.01 -9.07 2.80
H -3.47 -7.47 0.93

Results
Lowest unoccupied orbital energy = -0.4 eV
Structure (SMILES) = CCCCCCCCN(CCCCCCCC)C(=S)SCCC[C@@](N)(OC)[C@H](NP(O)(O)=S)P(O)I.c1cc[nH]c1.c1cc[nH]c1.c1cc[nH]c1.c1cc[nH]c1.c1cc[nH]c1.c1cc[nH]c1
Total charge = 0
HOMO = -7.8 eV
HOMO-LUMO gap = 7.44 eV
Spin multiplicity = 1

4.
Formula: C3H2Cl3N3O2S
Source: the Open Molecules 2025 dataset
Level of theory: ωB97M-V/def2-TZVPD

Cartesian coordinates (Å):
C -0.06 -0.17 -0.76
C 0.47 0.62 1.11
C 2.02 3.66 0.71
N 0.90 0.55 -0.12
N -0.97 -0.66 0.03
N -0.63 -0.18 1.27
O 2.34 4.31 -0.41
O 0.19 3.08 -1.11
S 1.55 2.77 -0.83
Cl 3.48 3.21 1.67
Cl 1.30 1.18 2.48
Cl 0.81 4.41 1.72
H 0.07 -0.51 -1.76
H -1.35 -0.41 2.11

Results
Lowest unoccupied orbital energy = 0.2 eV
Total charge = 0
HOMO = -10.0 eV
Energy above the lowest of the compared OMol25 structures with the same formula, charge and spin = 43.0 kcal/mol
HOMO-LUMO gap = 10.14 eV
Spin multiplicity = 1

5.
Formula: C8H7I2NO
Source: the Open Molecules 2025 dataset
Level of theory: ωB97M-V/def2-TZVPD

Cartesian coordinates (Å):
C 0.12 0.72 3.21
C 1.18 0.64 1.05
C -0.92 0.00 2.65
C 1.16 1.05 2.37
C 0.10 -0.12 0.60
C -1.34 -0.53 -2.59
C -0.11 -1.31 -2.98
C -0.04 -0.30 -1.89
N -0.93 -0.39 1.39
O 0.17 -0.79 -0.60
I 2.79 2.17 3.13
I 0.96 1.57 -2.33
H 0.11 0.98 4.25
H 2.01 0.86 0.41
H -1.78 -0.30 3.23
H -1.71 0.22 -3.26
H -2.11 -1.05 -2.03
H -0.03 -2.34 -2.69
H 0.37 -1.08 -3.92

Results
Lowest unoccupied orbital energy (alpha / beta) = 0.2 / -3.3 eV
Total charge = 0
⟨S²⟩ = 2.01
HOMO (alpha / beta) = -5.3 / -9.2 eV
HOMO-LUMO gap (alpha / beta) = 5.49 / 5.89 eV
Spin multiplicity = 3

6.
Formula: C5H4N2
Source: the Open Molecules 2025 dataset
Level of theory: ωB97M-V/def2-TZVPD

Cartesian coordinates (Å):
C 2.92 -0.92 0.50
C 1.74 -0.46 0.35
C 0.35 -0.04 0.36
C -0.79 -0.80 0.37
N -1.75 0.01 -0.14
N -1.31 1.23 -0.49
C -0.03 1.20 -0.19
H 1.95 -0.22 -0.73
H -0.98 -1.82 0.67
H -2.72 -0.23 -0.32
H 0.62 2.05 -0.39

Results
Lowest unoccupied orbital energy = 0.4 eV
Total charge = 0
HOMO = -9.5 eV
Energy above the lowest of the compared OMol25 structures with the same formula, charge and spin = 100.6 kcal/mol
HOMO-LUMO gap = 9.94 eV
Spin multiplicity = 1

> Number 6 is which compound?

C5H4N2

> Which formula does entry 1 have?

C6H8N2